Record 1
Molecular formula: C2HCl2O4S
Method: DFT, the ωB97M-V functional and the def2-TZVPD basis

Calculated values
* charge: -1
* E_HOMO: -5.6 eV
* LUMO energy: 3.47 eV
* energy above the lowest of the compared OMol25 structures with the same formula, charge and spin: 0.00 kJ/mol
* SMILES: O=C(Cl)[C@@H](Cl)S(=O)(=O)[O-]
* spin multiplicity: 1
* E_tot: -46161.574 eV

Geometry as XYZ:
```
10
Properties=species:S:1:pos:R:3:mulliken_charge:R:1
C 0.100 -1.619 -0.801 0.557
C 0.425 -0.320 -0.291 -0.496
O -1.872 0.586 -1.246 -0.591
O 0.650 -2.258 -1.664 -0.508
O 0.068 2.092 -1.384 -0.592
O -0.047 0.116 -2.821 -0.578
S -0.504 0.794 -1.642 1.095
Cl -1.481 -1.911 -0.171 -0.179
Cl 2.036 0.305 -0.486 -0.176
H -0.131 0.199 0.461 0.470
```

---

Record 2
Molecular formula: C21H20N2O3
Method: DFT, the ωB97M-V functional and the def2-TZVPD basis

Calculated values
* charge: 0
* E_HOMO: -7.8 eV
* LUMO energy: 0.25 eV
* energy above the lowest of the compared OMol25 structures with the same formula, charge and spin: 452.33 kJ/mol
* SMILES: COc1cccc(C(=O)c2c(C)c(CCC#N)n3ccccc23)c1OC
* spin multiplicity: 1
* E_tot: -31221.899 eV

Geometry as XYZ:
```
46
Properties=species:S:1:pos:R:3:mulliken_charge:R:1
N -7.368 -0.463 -0.282 -0.463
O 1.637 -0.196 -1.875 -0.605
C -6.253 -0.465 -0.673 0.199
O 4.458 -1.860 2.336 -0.459
O 3.012 -1.969 -0.175 -0.446
C 1.050 -0.012 -0.797 -0.030
C -0.947 3.418 -3.082 -0.533
C -0.159 2.483 -2.427 -0.856
C -2.393 3.483 -2.794 -0.615
C -0.339 0.413 -0.863 0.818
C -2.991 2.578 -1.881 -0.179
C -0.817 1.488 -1.569 -0.171
C -1.463 -0.264 -0.213 0.928
C -2.591 0.485 -0.511 -0.024
C 2.082 0.877 2.736 -0.713
C 3.110 -0.072 3.011 -0.178
C 1.466 0.946 1.489 -0.746
C 3.408 -1.015 2.061 0.361
C 2.744 -1.027 0.808 0.481
C 1.756 -0.044 0.489 0.481
N -2.187 1.550 -1.349 0.160
C 5.724 -1.368 1.853 -0.756
C 2.841 -3.311 0.246 -0.787
C -1.373 -1.492 0.623 -1.224
C -4.861 -0.437 -1.107 -0.106
C -3.988 0.241 -0.036 -1.529
H -0.457 4.142 -3.741 0.393
H 0.878 2.487 -2.657 0.481
H -3.053 4.249 -3.229 0.349
H -4.077 2.549 -1.720 0.329
H 1.845 1.604 3.528 0.347
H 3.657 -0.081 3.979 0.387
H 0.760 1.706 1.253 0.514
H 6.069 -1.916 0.993 0.262
H 5.681 -0.298 1.567 0.352
H 6.449 -1.522 2.669 0.270
H 3.808 -3.757 0.508 0.231
H 2.125 -3.397 1.077 0.337
H 2.481 -3.871 -0.610 0.288
H -0.886 -2.286 0.074 0.292
H -2.359 -1.829 0.876 0.506
H -0.808 -1.278 1.561 0.176
H -4.469 -1.435 -1.344 0.310
H -4.790 0.196 -1.979 0.308
H -3.942 -0.416 0.867 0.462
H -4.471 1.187 0.311 0.399
```

---

Record 3
Molecular formula: C21H20ClCoF3N3O6S3
Method: DFT, the ωB97M-V functional and the def2-TZVPD basis

Calculated values
* charge: 0
* E_HOMO (spin up / spin down): -7.7 / -7.9 eV
* LUMO energy (spin up / spin down): -0.73 / -0.81 eV
* energy above the lowest of the compared OMol25 structures with the same formula, charge and spin: 118.61 kJ/mol
* spin multiplicity: 5
* E_tot: -129662.666 eV
* expectation value of S²: 6.015

Geometry as XYZ:
```
58
Properties=species:S:1:pos:R:3:mulliken_charge:R:1
Co -1.067 -0.739 0.011 -0.102
Cl 0.881 1.488 6.523 -0.246
C 0.421 0.614 5.088 0.167
C 0.802 -0.722 4.948 -0.715
C 0.463 -1.411 3.808 -0.480
C -0.270 -0.804 2.766 0.679
O -0.514 -1.462 1.680 -0.820
C -0.697 0.556 2.949 -0.072
C -1.482 1.273 1.981 0.674
N -1.909 0.797 0.873 0.199
C -2.630 1.585 -0.059 0.655
C -3.168 2.830 0.143 -0.679
C -3.789 3.520 -0.913 -0.907
C -3.892 2.977 -2.161 -0.924
C -3.393 1.680 -2.407 1.149
C -3.479 1.020 -3.654 -0.670
C -2.990 -0.245 -3.780 -0.757
C -2.367 -0.863 -2.682 -0.022
N -2.252 -0.276 -1.520 -0.083
C -2.768 0.985 -1.355 0.432
C -0.320 1.236 4.121 -0.996
H 1.355 -1.209 5.740 0.423
H 0.749 -2.451 3.699 0.449
H -1.694 2.317 2.219 0.171
H -3.109 3.305 1.113 0.352
H -4.182 4.512 -0.730 0.393
H -4.352 3.529 -2.973 0.415
H -3.925 1.532 -4.498 0.430
H -3.054 -0.775 -4.720 0.418
H -1.925 -1.849 -2.767 0.469
H -0.625 2.267 4.258 0.429
O 0.801 -3.373 -3.455 -0.477
S 1.710 -2.438 -2.784 0.371
N 1.135 -2.382 -1.142 0.055
C 1.510 -4.122 1.198 -0.988
C 2.682 -3.217 0.847 -0.625
S 2.084 -1.679 0.064 0.778
O -0.222 -2.129 -1.029 -0.477
C 3.621 -1.105 -0.725 -0.941
C 4.132 0.063 0.119 -1.121
H 1.874 -4.990 1.748 0.414
H 1.013 -4.462 0.291 0.304
H 0.770 -3.598 1.802 0.081
H 3.359 -3.705 0.146 0.429
H 3.230 -2.897 1.738 0.449
H 3.363 -0.744 -1.718 0.562
H 4.329 -1.928 -0.785 0.584
H 3.393 0.866 0.105 0.219
H 5.060 0.447 -0.304 0.392
H 4.312 -0.234 1.155 0.358
F -0.032 3.264 -0.816 -0.202
C 0.655 2.908 -1.912 0.332
F 1.739 3.681 -1.982 -0.238
F -0.110 3.166 -2.977 -0.239
S 1.127 1.094 -1.857 1.167
O 0.437 0.515 -2.976 -0.641
O 2.570 1.100 -1.926 -0.660
O 0.643 0.680 -0.522 -0.317
```

---

The highest energy above the lowest of the compared OMol25 structures with the same formula, charge and spin belongs to which entry? C21H20N2O3

---

What is the formula in the second record? C21H20N2O3